Molecular formula: C21H24Cl2NOPtSb2
Method: DFT, the ωB97M-V functional and the def2-TZVPD basis

```
52
Properties=species:S:1:pos:R:3:forces:R:3:mulliken_charge:R:1
Pt 6.634997 12.738222 7.877098 -1.392 0.463 -0.028 0.735
Sb 6.594387 13.337798 10.338190 0.011 -0.004 1.528 0.541
Sb 7.184723 15.159278 7.582571 -0.136 2.416 -1.505 0.565
Cl 4.224703 8.755851 5.804089 -0.292 0.189 0.083 -0.178
Cl 9.212005 6.928836 5.475089 0.121 0.113 -0.160 -0.230
O 5.534563 11.214567 7.057694 0.337 0.023 -0.586 -0.790
N 8.201421 11.789458 6.970741 -0.402 -1.596 0.093 -0.268
C 5.463524 11.673865 11.028355 0.323 -0.470 0.655 -1.219
C 9.474638 11.973635 7.181262 0.881 0.455 -0.389 0.055
C 6.362426 16.973760 9.793325 -0.148 -0.187 2.380 0.395
C 5.883996 9.143202 5.871290 1.362 0.494 0.422 0.208
C 5.799055 16.662194 8.475988 -0.240 -1.450 -0.672 -1.407
C 7.224863 17.922262 12.315030 0.354 0.470 1.195 -0.372
C 7.731760 10.602931 6.448329 1.151 -1.566 -0.713 -0.054
C 10.070807 9.831181 6.313751 -1.695 -0.983 -0.074 -0.519
C 9.027233 16.142560 8.213818 -0.581 -1.111 -2.711 -1.325
C 10.463169 11.033636 6.848187 -0.678 -0.545 -0.995 -1.120
C 6.408272 16.806952 12.306294 -0.330 -1.241 -2.068 -0.993
C 6.024485 16.285790 11.002844 0.515 1.186 1.212 1.316
C 6.331871 10.367882 6.432863 -0.490 -0.849 -0.064 0.920
C 8.550215 13.325396 11.420751 -1.472 -0.368 -0.265 -1.283
C 7.725487 18.492040 11.147291 0.508 -0.120 -0.003 -1.021
C 5.261357 15.027619 11.023073 -0.541 -0.708 -0.613 -1.529
C 8.173233 8.295798 5.642160 -0.873 0.692 0.344 0.357
C 7.134792 15.521726 5.417758 -1.056 0.781 0.655 -1.198
C 7.279405 18.005412 9.925818 0.120 1.655 -0.849 -0.085
C 8.665759 9.563846 6.068949 0.705 0.605 0.687 0.190
C 6.806566 8.119719 5.529928 -0.124 0.002 0.499 -0.420
H 9.215250 12.616639 10.923453 -0.177 0.214 -0.053 0.388
H 9.733139 12.944119 7.587739 0.155 -0.043 0.107 0.352
H 7.589037 14.643748 4.943925 -0.298 0.357 -0.037 0.313
H 9.351782 15.598590 9.046463 0.776 -0.316 1.354 0.297
H 8.922039 17.191084 8.313233 -0.278 0.730 0.522 0.535
H 5.837702 17.522760 7.809742 -0.132 -0.078 -0.006 0.535
H 6.187477 10.923991 11.405664 -0.519 0.324 -0.118 0.374
H 4.778784 16.212240 8.506948 0.797 0.447 -0.109 0.419
H 8.271117 12.963673 12.392637 0.063 -0.363 0.530 0.463
H 8.974907 14.296814 11.566363 0.216 0.613 -0.303 0.394
H 4.940991 14.779671 12.046853 0.155 -0.107 -0.428 0.587
H 7.704611 16.446139 5.248969 -0.110 -0.379 -0.232 0.404
H 7.539197 18.570648 8.998908 -0.056 -0.490 0.848 0.469
H 11.499297 11.266724 6.812705 0.645 0.334 0.682 0.438
H 7.493333 18.403098 13.262552 0.006 -0.390 -0.271 0.372
H 4.759279 11.963339 11.820564 0.277 -0.137 -0.204 0.379
H 6.077917 16.206291 13.203550 0.463 1.163 -0.962 0.292
H 4.339715 15.078778 10.380219 0.936 -0.480 0.379 0.420
H 10.720426 8.961685 6.135839 0.107 0.863 -0.107 0.379
H 9.687328 16.000185 7.341753 0.025 -0.240 0.461 0.434
H 4.924366 11.244946 10.179085 0.113 0.165 0.113 0.344
H 6.042237 15.706403 5.128962 1.619 -0.527 0.276 0.352
H 6.381626 7.119062 5.375231 0.336 0.517 -0.310 0.403
H 8.523150 19.268344 11.218986 -1.057 -0.522 -0.193 0.386
```
Forces are in eV/Å.

Values from the calculation:
Energy relative to the best compared isomer or geometry (same formula, charge and spin) = 0.0 kcal/mol
E = -2464.4707 hartree
Charge = +1
<S²> = 2.01
Spin multiplicity = 3